No. 1
Formula: C13H25ClIIrN2P2
Source: the OMol25 dataset
Level of theory: ωB97M-V with the def2-TZVPD basis set

Atoms and positions in Å:
C (0.07989, 0.25882, -4.82921)
I (-0.29279, 2.00211, -5.70311)
H (1.05653, -0.07035, -5.21000)
H (-0.68309, -0.47948, -5.09752)
H (0.09586, 0.24875, -3.71893)
Ir (-0.14629, 0.16913, 0.28942)
P (-2.22944, -0.22395, -0.52212)
C (-3.33695, -0.88980, 0.76353)
C (-3.26166, 1.23786, -1.09555)
H (-4.32552, 1.00201, -0.98489)
H (-3.38921, -1.52370, -2.11095)
H (-3.05806, 1.47491, -2.15583)
H (-1.90487, -0.88787, -2.84554)
H (-3.17213, -0.31292, 1.68492)
H (-3.03563, 2.13348, -0.49505)
C (-2.31995, -1.35049, -1.94578)
H (-4.37291, -0.77204, 0.39203)
H (-1.79038, -2.27557, -1.68366)
H (-3.07338, -1.94805, 0.90124)
P (1.85019, 0.96426, -0.45702)
C (3.09230, 0.88604, 0.85479)
C (2.56691, 0.16101, -1.94069)
H (1.66670, 2.94953, -1.98947)
H (3.02093, 3.11293, -0.83018)
H (1.33472, 3.38963, -0.27277)
C (1.97751, 2.78296, -0.93607)
H (2.10462, 0.54565, -2.86600)
H (3.62157, 0.45591, -1.89703)
H (4.05968, 0.99211, 0.34270)
H (3.00018, -0.08678, 1.35261)
H (2.46386, -0.92979, -1.83302)
H (2.88428, 1.71643, 1.54865)
Cl (-0.59004, 1.81347, -1.50502)
N (0.97817, 0.28165, 6.80002)
C (0.75190, -0.14362, 5.73420)
C (0.54757, -0.80630, 4.46340)
C (0.67427, -2.18484, 4.40809)
C (0.56082, -2.79768, 3.18101)
C (0.34700, -2.04122, 2.03906)
N (0.16872, -0.70536, 2.09326)
C (0.23468, -0.07113, 3.31104)
H (0.88031, -2.73782, 5.32042)
H (0.66827, -3.86768, 3.09635)
H (0.27837, -2.47609, 1.04054)
H (0.01651, 1.00386, 3.30813)

Values from the calculation:
spin multiplicity = 6
⟨S²⟩ = 8.76
E_HOMO (alpha / beta) = -16.44 / -18.56 eV
ΔE to the lowest compared entry with this formula, charge and spin = 0.000 eV
charge = +3
E_tot = -2163.54090 hartree
orbital gap (alpha / beta) = 7.23 / 4.79 eV

=====

No. 2
Formula: C7H14
Source: the OMol25 dataset
Level of theory: ωB97M-V with the def2-TZVPD basis set

Atoms and positions in Å:
C (-0.82030, 1.65134, 0.70780)
C (-0.55265, 0.24533, 0.14274)
C (-1.01720, 0.20098, -1.31799)
C (-1.20608, -0.89401, 0.96140)
C (0.95258, 0.02472, 0.29096)
C (1.97900, -0.06367, -0.79161)
C (1.60784, -1.29044, 0.03045)
H (-0.58543, 1.69385, 1.77891)
H (-0.15955, 2.36595, 0.20036)
H (-1.85293, 1.99022, 0.56906)
H (-2.08621, 0.43892, -1.39246)
H (-0.47270, 0.93583, -1.92061)
H (-0.86993, -0.78809, -1.77036)
H (-0.45449, -1.67859, 1.10210)
H (-1.51899, -0.57668, 1.96199)
H (-2.05852, -1.36946, 0.46207)
H (1.34197, 0.49445, 1.19562)
H (1.65025, -0.14299, -1.82410)
H (2.88537, 0.52784, -0.67937)
H (2.20892, -1.73747, 0.82081)
H (1.02906, -2.02802, -0.52778)

Values from the calculation:
spin multiplicity = 1
E_HOMO = -10.15 eV
ΔE to the lowest compared entry with this formula, charge and spin = 1.125 eV
structure (SMILES) = CC(C)(C)C1CC1
charge = 0
E_tot = -275.07490 hartree
orbital gap = 11.15 eV

=====

No. 3
Formula: C5H5NO
Source: the OMol25 dataset
Level of theory: ωB97M-V with the def2-TZVPD basis set

Atoms and positions in Å:
O (-1.37610, -0.87994, 2.22710)
C (-1.06290, -0.54258, 1.12454)
C (-0.37709, 0.50056, 0.41681)
C (1.07132, 0.81558, 0.29297)
C (0.28156, 0.37136, -0.93270)
C (0.52604, -0.92148, -1.52190)
N (0.71960, -1.96564, -1.99051)
H (-1.86942, -0.78145, 0.27819)
H (-1.72101, 0.70051, 0.26949)
H (1.78654, 0.08388, 0.69000)
H (1.39511, 1.84514, 0.33803)
H (0.03322, 1.14918, -1.65712)

Values from the calculation:
spin multiplicity = 1
E_HOMO = -10.01 eV
ΔE to the lowest compared entry with this formula, charge and spin = 4.501 eV
charge = 0
E_tot = -323.35428 hartree
orbital gap = 10.35 eV

=====

No. 4
Formula: C35H50BBr2F4NO4PPtS3Si2Te
Source: the OMol25 dataset
Level of theory: ωB97M-V with the def2-TZVPD basis set

Atoms and positions in Å:
Pt (-1.81155, 0.08054, -0.35564)
Br (-2.05252, 5.35009, -1.05824)
C (-2.71574, 4.34042, 0.34894)
C (-3.47082, 4.92686, 1.34908)
C (-3.97228, 4.17330, 2.39616)
Br (-4.98420, 5.03835, 3.70005)
C (-3.72901, 2.76247, 2.49508)
C (-4.21145, 1.93830, 3.52534)
C (-3.91003, 0.60095, 3.50450)
C (-3.12409, 0.08080, 2.47119)
N (-2.65435, 0.84964, 1.49927)
C (-2.95888, 2.16155, 1.49455)
C (-2.43985, 2.92909, 0.35581)
O (-1.80383, 2.36762, -0.55231)
H (-3.67376, 5.98791, 1.31219)
H (-4.81466, 2.35904, 4.31696)
H (-4.27128, -0.06518, 4.27448)
H (-2.86710, -0.96688, 2.41398)
F (0.01138, -2.28026, 0.57017)
B (-1.08574, -2.83315, 1.27741)
F (-1.06593, -4.19079, 1.25276)
F (-0.96868, -2.34957, 2.62890)
F (-2.29050, -2.30534, 0.75348)
O (0.75371, 0.89159, -0.32045)
S (0.97300, 1.37426, -1.73339)
C (2.35707, 2.50338, -1.62617)
C (2.54771, 3.42878, -2.64066)
C (3.62863, 4.29587, -2.56805)
C (4.48679, 4.24470, -1.47978)
C (4.26504, 3.33413, -0.45552)
C (3.19472, 2.45669, -0.52424)
C (1.75762, 0.01652, -2.59185)
C (2.09169, 0.17068, -3.92974)
C (2.61971, -0.90993, -4.61507)
C (2.78756, -2.12926, -3.96772)
C (2.42691, -2.27083, -2.63818)
C (1.90550, -1.19174, -1.93716)
H (1.85626, 3.48257, -3.47139)
H (3.79174, 5.01997, -3.35444)
H (5.32480, 4.92524, -1.42355)
H (4.92569, 3.31073, 0.40087)
H (2.99206, 1.74956, 0.26698)
H (1.94048, 1.11579, -4.43499)
H (2.89364, -0.80569, -5.65535)
H (3.18748, -2.97429, -4.51095)
H (2.53265, -3.22802, -2.14561)
H (1.56726, -1.29586, -0.91564)
C (4.72306, -0.98224, 0.24245)
Si (4.24960, -1.04042, 2.04569)
C (5.28258, -2.28630, 2.97263)
C (4.44415, 0.66335, 2.81082)
C (2.44673, -1.66125, 2.17159)
Te (0.94452, -0.22515, 2.42997)
C (1.28465, -0.04578, 4.49765)
Si (0.45642, -1.30286, 5.67836)
C (1.08047, -0.83102, 7.37533)
C (0.96990, -3.03831, 5.23774)
C (-1.39329, -1.08445, 5.55125)
H (5.78327, -0.74096, 0.14999)
H (4.16363, -0.23127, -0.31511)
H (4.55887, -1.94359, -0.24584)
H (6.34201, -2.03758, 2.90559)
H (5.15158, -3.29010, 2.56724)
H (5.01579, -2.31538, 4.03035)
H (5.37255, 1.10405, 2.44218)
H (4.51449, 0.62655, 3.89891)
H (3.63926, 1.35624, 2.55346)
H (2.32317, -2.32073, 3.03314)
H (2.16956, -2.22316, 1.27967)
H (0.95558, 0.95408, 4.78992)
H (2.36866, -0.09177, 4.62588)
H (2.16895, -0.88743, 7.42130)
H (0.68658, -1.51513, 8.12758)
H (0.78370, 0.17863, 7.65935)
H (2.05616, -3.14981, 5.25222)
H (0.59186, -3.34895, 4.26338)
H (0.57010, -3.72995, 5.98109)
H (-1.67891, -0.04214, 5.70476)
H (-1.90486, -1.68303, 6.30547)
H (-1.74274, -1.41516, 4.57292)
C (-1.91419, 0.95925, -5.75408)
C (-2.61020, 1.13921, -4.42441)
C (-3.55875, 2.31751, -4.38252)
O (-3.37729, -0.07596, -4.18821)
P (-3.30796, -0.86814, -2.81980)
S (-4.16684, 0.10717, -1.30389)
S (-1.38327, -1.21923, -2.31929)
O (-4.16333, -2.14233, -3.10854)
C (-4.06101, -3.12675, -4.18980)
C (-4.66083, -2.57898, -5.46652)
C (-2.64417, -3.63014, -4.35208)
H (-1.35938, 1.86205, -6.01084)
H (-2.64454, 0.77262, -6.54212)
H (-1.21618, 0.12290, -5.71512)
H (-1.86648, 1.22047, -3.62257)
H (-4.33624, 2.20534, -5.13822)
H (-3.01209, 3.23933, -4.58283)
H (-4.03029, 2.39668, -3.40466)
H (-4.69157, -3.93080, -3.80783)
H (-4.01122, -1.83665, -5.92591)
H (-5.63156, -2.12597, -5.27295)
H (-4.79886, -3.40046, -6.17039)
H (-1.99572, -2.86475, -4.78299)
H (-2.65393, -4.48161, -5.03316)
H (-2.22496, -3.95032, -3.40026)

Values from the calculation:
spin multiplicity = 5
⟨S²⟩ = 6.05
E_HOMO (alpha / beta) = -9.40 / -10.65 eV
ΔE to the lowest compared entry with this formula, charge and spin = 0.000 eV
charge = +1
E_tot = -9794.11033 hartree
orbital gap (alpha / beta) = 6.09 / 5.32 eV

=====

No. 5
Formula: C3H4N2
Source: the OMol25 dataset
Level of theory: ωB97M-V with the def2-TZVPD basis set

Atoms and positions in Å:
N (-1.07143, 0.68624, 0.10071)
C (0.35480, 0.86355, -0.11389)
C (0.90817, -0.51593, 0.05947)
N (-0.03255, -1.38032, 0.19363)
C (-1.21246, -0.58356, 0.18505)
H (0.45485, 1.15366, -1.17266)
H (0.82455, 1.65573, 0.47492)
H (1.95559, -0.80527, 0.07766)
H (-2.18153, -1.07410, 0.19510)

Values from the calculation:
spin multiplicity = 1
E_HOMO = -10.44 eV
ΔE to the lowest compared entry with this formula, charge and spin = 0.820 eV
structure (SMILES) = C1=NC=NC1
charge = 0
E_tot = -226.19506 hartree
orbital gap = 11.04 eV